{
  "formula": "C30H19CoF5OPS",
  "method": "ωB97M-V/def2-TZVPD",
  "symbols": ["Co", "C", "C", "C", "C", "C", "H", "H", "H", "H", "H", "O", "C", "C", "C", "C", "C", "C", "C", "P", "C", "C", "C", "C", "C", "C", "C", "C", "C", "C", "C", "C", "H", "H", "H", "H", "H", "H", "H", "H", "H", "H", "H", "H", "H", "H", "F", "C", "C", "F", "C", "F", "C", "S", "C", "F", "C", "F"],
  "xyz": [[-0.705703, 0.974618, 1.911811], [-1.283786, -0.443661, 3.527692], [-0.040164, 0.177887, 3.839374], [-0.269213, 1.570771, 3.962583], [-1.626470, 1.811723, 3.655025], [-2.269766, 0.555320, 3.428732], [-1.431553, -1.499368, 3.352016], [0.908670, -0.319314, 3.963542], [0.479940, 2.322513, 4.150624], [-2.090636, 2.781814, 3.586199], [-3.312612, 0.408628, 3.195253], [-1.765163, 3.386416, 1.011905], [-1.446938, 2.251362, 0.709293], [-1.755003, 1.826946, -0.737752], [-2.345794, 2.695550, -1.649341], [-2.659507, 2.248018, -2.920268], [-2.401002, 0.926371, -3.286419], [-1.809840, 0.060103, -2.383239], [-1.469237, 0.522264, -1.112697], [-0.698894, -0.412689, 0.236475], [-1.749752, -1.913719, 0.312617], [-1.280644, -3.199695, 0.072455], [-2.134284, -4.292920, 0.184562], [-3.462872, -4.108517, 0.531262], [-3.941185, -2.824081, 0.769031], [-3.089753, -1.737866, 0.664548], [0.901385, -1.058451, -0.359012], [1.763412, -1.538547, 0.620016], [3.061135, -1.905191, 0.300683], [3.530997, -1.774597, -1.005025], [2.662471, -1.305777, -1.987770], [1.361381, -0.940629, -1.663138], [-2.548358, 3.711076, -1.333261], [-3.115416, 2.921441, -3.636251], [-2.666258, 0.576868, -4.276760], [-1.626117, -0.972769, -2.659156], [-0.244893, -3.352979, -0.202678], [-1.755009, -5.289838, -0.003078], [-4.126134, -4.960041, 0.618444], [-4.978268, -2.672628, 1.041280], [-3.455940, -0.736271, 0.861759], [1.428610, -1.571384, 1.650384], [3.737847, -2.212142, 1.087817], [4.574415, -1.953468, -1.229469], [3.018753, -1.161151, -3.000407], [0.721007, -0.530536, -2.434060], [4.762076, 2.052472, -3.550370], [4.126634, 2.004092, -2.364601], [4.769260, 1.507159, -1.248160], [6.034328, 1.060474, -1.364353], [4.103872, 1.407506, -0.038919], [4.777005, 0.834908, 0.970241], [2.768897, 1.820626, 0.132972], [1.952238, 1.739890, 1.654621], [2.179286, 2.346271, -1.024775], [0.928891, 2.822069, -0.977208], [2.820483, 2.431353, -2.241146], [2.183165, 2.931724, -3.313879]],
  "forces_ev_per_angstrom": [[0.2, -0.1, 0.0], [0.0, 0.0, 0.0], [-0.1, 0.0, 0.0], [0.0, 0.0, 0.0], [0.0, 0.0, 0.0], [0.0, 0.0, 0.0], [0.0, 0.0, 0.0], [0.0, 0.0, 0.0], [0.0, 0.0, 0.0], [0.0, 0.0, 0.0], [0.0, 0.0, 0.0], [0.0, 0.0, 0.0], [-0.2, 0.1, -0.1], [0.0, 0.0, 0.0], [0.0, 0.0, 0.0], [0.0, 0.0, 0.0], [0.0, 0.0, 0.0], [0.0, 0.0, 0.0], [0.0, 0.0, 0.0], [0.1, -0.2, -0.1], [0.0, 0.0, 0.0], [0.0, 0.0, 0.0], [0.0, 0.0, 0.0], [0.0, 0.0, 0.0], [0.0, 0.0, 0.0], [0.0, 0.0, 0.0], [-0.2, 0.3, 0.0], [0.1, -0.1, 0.1], [0.2, 0.1, -0.1], [-0.5, 0.2, 0.1], [0.3, 0.0, 0.1], [0.0, -0.1, -0.2], [0.0, 0.0, 0.0], [0.0, 0.0, 0.0], [0.0, 0.0, 0.0], [0.0, 0.0, 0.0], [0.0, 0.0, 0.0], [0.0, 0.0, 0.0], [0.0, 0.0, 0.0], [0.0, 0.0, 0.0], [0.0, 0.0, 0.0], [0.0, 0.0, 0.0], [0.0, 0.0, 0.0], [0.0, -0.1, -0.1], [0.0, 0.0, 0.0], [0.0, 0.0, 0.0], [0.0, 0.0, 0.0], [0.1, 0.0, 0.0], [-0.1, -0.1, 0.1], [0.0, 0.0, 0.0], [-0.3, -0.1, -0.2], [0.0, 0.1, 0.1], [0.3, 0.1, -0.1], [-0.2, -0.1, 0.1], [0.0, 0.0, 0.2], [-0.1, 0.0, 0.0], [0.0, 0.0, -0.1], [0.0, 0.0, 0.0]],
  "total_charge": -1,
  "multiplicity": 2,
  "s_squared": 0.782,
  "e_lumo_ev": [2.614, 2.611]
}